{"formula": "C39H40F6MgOP2", "method": "ωB97M-V with the def2-TZVPD basis set", "spin_multiplicity": 1, "total_charge": 0, "gap_ev": [5.954, 5.369], "species": ["C", "H", "C", "C", "H", "H", "H", "H", "H", "H", "C", "H", "F", "H", "H", "Mg", "P", "H", "C", "F", "C", "C", "H", "C", "H", "H", "C", "C", "C", "C", "H", "F", "H", "H", "C", "C", "H", "F", "H", "H", "C", "H", "H", "P", "C", "C", "C", "H", "C", "H", "H", "H", "H", "H", "H", "C", "H", "H", "C", "C", "C", "C", "H", "C", "C", "C", "H", "C", "C", "F", "H", "H", "H", "H", "O", "C", "C", "C", "C", "C", "F", "C", "C", "H", "H", "C", "H", "C", "C"], "positions_angstrom": [[6.360, -2.583, -1.097], [-4.629, 0.339, 1.772], [0.409, -1.341, -2.055], [0.127, -0.133, 3.502], [4.453, 0.225, -1.158], [1.377, 4.932, 6.675], [-3.507, 1.112, -1.186], [-0.971, 3.524, -2.745], [1.287, 1.634, -2.163], [7.311, -2.959, -1.458], [-0.411, 3.313, 4.264], [2.692, 1.948, 3.844], [-0.795, -3.475, 2.735], [-0.239, -0.997, 2.977], [-1.756, 2.811, -4.253], [-1.743, -0.339, -1.941], [0.220, 1.260, 2.401], [5.812, -4.455, -0.155], [1.910, 2.583, 4.238], [0.058, -4.557, 1.042], [1.770, 0.499, 0.080], [-1.529, 1.739, -1.595], [3.106, -3.390, -1.994], [2.182, 3.446, 5.305], [3.174, 3.460, 5.758], [-0.446, -3.634, -4.504], [-3.387, 1.640, -3.350], [-0.309, -1.975, -3.099], [1.427, 1.392, 1.102], [5.519, -3.431, -0.374], [-1.243, 1.520, -0.550], [0.544, -2.456, 1.357], [-3.315, 4.346, 0.824], [-2.626, -1.990, 2.382], [-2.811, 1.449, -1.975], [-1.782, 2.950, 1.424], [6.647, -0.621, -1.915], [-1.122, -4.498, -1.198], [-4.149, 2.432, -3.376], [0.175, -0.322, -1.576], [3.927, -1.640, -0.186], [-0.506, 0.118, 4.359], [-3.044, -3.671, 2.044], [2.182, -1.242, 0.044], [4.764, -0.782, -0.908], [-0.006, 0.771, -3.616], [0.611, 2.518, 3.697], [-0.927, 4.813, 5.715], [1.576, -1.926, -1.559], [-3.801, -2.333, 1.091], [1.897, -4.431, -3.907], [-0.979, 3.671, 1.300], [-2.574, 1.720, -5.385], [-1.323, -1.635, -3.424], [3.582, -3.670, 0.558], [-2.077, -4.073, -0.334], [-2.353, -0.195, 2.551], [-3.914, 0.712, -3.649], [-1.741, -2.813, 0.561], [-3.837, 1.091, 1.719], [-4.130, 2.404, 1.328], [-0.501, -3.370, 1.413], [0.727, -0.002, -3.896], [-2.537, 0.760, 2.074], [4.286, -2.979, 0.076], [1.450, -3.570, -3.387], [1.131, -0.344, 3.889], [-2.228, 1.825, -4.344], [-2.883, -2.695, 1.570], [-2.378, -5.180, 0.435], [2.017, 2.342, 1.143], [-1.431, 3.213, 3.909], [-1.640, -0.221, -4.617], [2.137, 0.924, -0.874], [-1.613, -1.657, -0.152], [-0.524, 2.726, -2.150], [0.177, -3.123, -3.741], [1.178, 4.275, 5.827], [-1.484, 1.666, 1.904], [2.148, -2.985, -2.307], [-3.186, -3.802, -1.082], [-3.095, 3.327, 1.161], [0.571, 1.959, -2.921], [-5.167, 2.699, 1.149], [-0.036, 3.217, -1.292], [-1.275, 0.675, -4.089], [1.174, 2.576, -3.599], [-0.117, 4.209, 5.296], [5.988, -1.271, -1.357]]}

{"formula": "C39H40F6OP2Re", "method": "ωB97M-V with the def2-TZVPD basis set", "spin_multiplicity": 4, "total_charge": 2, "gap_ev": [6.597, 4.935], "species": ["F", "H", "C", "H", "C", "C", "H", "H", "F", "H", "C", "C", "C", "H", "C", "H", "C", "H", "F", "C", "H", "H", "C", "H", "H", "H", "C", "C", "C", "C", "H", "C", "H", "C", "H", "H", "H", "F", "H", "H", "F", "C", "H", "H", "C", "H", "H", "C", "C", "C", "H", "C", "C", "C", "C", "Re", "H", "O", "C", "H", "C", "F", "H", "H", "C", "C", "H", "C", "H", "C", "H", "C", "C", "C", "H", "C", "H", "H", "C", "C", "P", "H", "H", "H", "H", "H", "C", "C", "P"], "positions_angstrom": [[-4.187, -6.824, 5.736], [2.002, -1.840, 3.288], [0.698, -3.224, 2.292], [2.715, 5.289, -7.622], [1.531, 3.988, -1.980], [1.787, -0.642, -4.056], [-1.523, 1.855, 3.060], [0.448, -0.797, 4.539], [-2.056, -6.879, 5.183], [1.027, -5.328, 2.756], [-3.184, -6.109, 5.147], [-1.937, 6.114, -2.776], [-0.358, 2.040, -0.144], [0.384, 8.848, -1.277], [2.930, 4.301, -7.206], [-0.392, -0.246, 3.094], [-0.649, 3.392, -0.417], [-3.228, -7.814, 3.112], [-4.130, -3.427, 4.053], [0.161, 6.753, -1.740], [-2.147, -1.453, 3.981], [0.872, -0.579, -4.650], [4.208, 2.235, -7.234], [-1.379, 5.267, 0.390], [4.987, -0.810, -1.835], [1.952, -2.785, -4.211], [-2.333, 7.450, -2.802], [3.500, 0.473, -2.728], [3.512, 1.791, -6.103], [3.914, 3.488, -7.784], [-2.057, -3.153, 5.511], [-0.028, -1.147, 3.611], [-1.866, -2.395, 0.549], [0.076, -3.580, 5.563], [-3.283, 7.729, -3.258], [-4.096, -6.866, 1.892], [-0.241, -4.345, 6.293], [-4.865, -4.401, 2.236], [0.117, 1.423, -0.912], [-1.372, -4.098, 0.315], [-5.736, -4.910, 4.197], [0.701, -4.376, 3.203], [1.169, 6.506, -1.413], [3.998, -2.906, -2.777], [3.543, -1.939, -3.000], [-1.844, 9.475, -2.211], [-3.021, -3.730, 0.894], [-1.177, -3.120, 4.864], [2.388, -1.872, -3.799], [2.227, 3.851, -6.088], [1.053, -3.466, 1.282], [-1.256, 2.295, 2.093], [2.514, 2.590, -5.525], [-0.653, 1.498, 1.105], [-4.574, -4.622, 3.557], [-1.226, -3.768, 2.819], [4.455, 3.836, -8.663], [-2.325, -5.273, 3.003], [-1.206, 4.204, 0.580], [-2.578, 5.345, -3.211], [2.315, 3.272, -2.832], [-2.951, -5.041, 5.952], [1.221, -1.223, 1.839], [0.520, -2.754, 6.142], [4.095, -0.766, -2.466], [-0.709, 5.746, -2.183], [1.449, -5.169, 5.032], [-0.267, 8.087, -1.710], [3.916, 1.385, -2.296], [1.049, -1.821, 2.746], [-4.941, -7.393, 3.376], [-1.514, 3.648, 1.830], [-3.987, -7.040, 2.964], [-1.220, -2.023, 3.916], [-0.416, 0.452, 1.305], [1.155, -4.185, 4.640], [2.052, -3.549, 4.680], [1.935, 4.584, -1.152], [2.368, 0.541, -3.548], [-1.515, 8.437, -2.234], [-0.269, 3.945, -2.129], [-1.956, 4.274, 2.607], [4.982, 1.605, -7.675], [3.405, 3.404, -2.900], [1.469, 4.488, -5.629], [3.780, 0.831, -5.659], [-1.968, -3.412, 0.942], [-3.505, -5.753, 3.654], [1.549, 2.114, -3.992]]}